1.
Computed, not measured: C3H6I2N2 as an isolated structure, with the ωB97M-V functional and the def2-TZVPD basis.

Geometry as XYZ:
```
13
Properties=species:S:1:pos:R:3
C 1.41289 0.18224 -0.65806
C 0.41972 -0.98444 -0.66680
C -0.62563 -0.81063 0.39797
N -1.63181 1.70946 0.84258
N -0.55088 1.40266 1.15700
I -0.19803 -1.80366 2.22689
I -2.63645 -0.77313 -0.15788
H 0.90171 1.10758 -0.91864
H 2.20156 -0.00111 -1.38185
H 1.86375 0.30318 0.32504
H 0.97873 -1.91328 -0.51302
H -0.04854 -1.03483 -1.65222
H -2.08701 2.61597 0.99897
```

The calculation puts the frontier orbital gap (alpha / beta) at 7.8777 / 7.9048 eV. For the energy relative to the best compared isomer or geometry (same formula, charge and spin), the calculation gives 85.6 kJ/mol. The calculation puts the total energy at -822.672469 hartree. Its HOMO energy (alpha / beta) is -7.75 / -7.98 eV.


2.
Computed, not measured: a 2-piece molecular cluster, C3H6IN2 overall in a non-equilibrium geometry, with the ωB97M-V functional and the def2-TZVPD basis.

Geometry as XYZ:
```
12
Properties=species:S:1:pos:R:3
C 1.26922 -0.77461 -0.47946
C -0.57231 -1.57174 -1.94069
C -0.19211 1.60554 1.82861
N 0.37818 -1.24317 -1.18974
N -0.57838 1.18492 0.70753
I 0.79481 0.70790 3.33769
H 2.10580 -1.34325 -0.22331
H -0.50261 -1.14351 -2.92083
H -1.30742 -2.15434 -1.44361
H -0.12231 2.68177 2.06541
H -0.27122 0.19601 0.27867
H -1.00164 1.85449 -0.02028
```

The calculation puts the frontier orbital gap at 7.9175 eV. For the energy relative to the best compared isomer or geometry (same formula, charge and spin), the calculation gives 353.7 kJ/mol. The calculation puts the total energy at -524.723271 hartree. As for the net charge: +1. Its HOMO energy is -12.62 eV.


3.
Computed, not measured: a 2-piece molecular cluster, C3H6IN2O overall in a non-equilibrium geometry, with the ωB97M-V functional and the def2-TZVPD basis.

Geometry as XYZ:
```
13
Properties=species:S:1:pos:R:3
C 0.88258 0.53965 -1.68993
C -0.88857 -0.85005 0.58894
C 1.12548 1.81719 -1.50036
N -0.21928 0.25571 0.78526
N -0.75565 -1.76773 1.59179
O 0.73082 -0.59711 -1.59663
I -2.01097 -1.16980 -1.08862
H 0.25638 0.31766 1.73916
H 1.60007 2.22227 -0.63648
H 0.90585 2.52929 -2.28045
H -0.02523 0.97232 0.13366
H -0.20163 -1.75398 2.43389
H -1.39985 -2.51542 1.51978
```

The calculation puts the frontier orbital gap at 9.3921 eV. For the energy relative to the best compared isomer or geometry (same formula, charge and spin), the calculation gives 135.1 kJ/mol. The calculation puts the total energy at -600.054360 hartree. As for the net charge: +1. Its HOMO energy is -13.35 eV.


4.
Computed, not measured: a 3-piece molecular cluster, C3H6IN2O2S overall in a non-equilibrium geometry, with the ωB97M-V functional and the def2-TZVPD basis.

Geometry as XYZ:
```
15
Properties=species:S:1:pos:R:3
C 0.11561 -0.87686 0.02079
C 0.98503 -2.33791 1.63472
C 0.43867 -0.00570 -2.29676
N 0.97538 -1.64478 0.42026
N -0.18249 0.93507 -2.77461
O -1.52314 2.12578 1.74910
O -1.69565 1.86501 -0.57304
S -1.70896 2.79731 0.51429
I 0.40339 4.41366 0.10129
H -0.84203 -0.42019 0.02796
H 1.37204 -1.79579 2.54822
H 1.37273 -3.28236 1.73646
H -0.05034 -2.52914 1.86595
H 1.28313 -0.58246 -2.73442
H -0.94338 1.33835 -2.24023
```

The calculation puts the frontier orbital gap (alpha / beta) at 6.9745 / 6.9919 eV. For the energy relative to the best compared isomer or geometry (same formula, charge and spin), the calculation gives 387.5 kJ/mol. The calculation puts the total energy at -1073.694251 hartree. As for the net charge: -1. Its HOMO energy (alpha / beta) is -3.77 / -3.70 eV.


5.
Computed, not measured: an isolated ion of composition C3H6IN4 and charge +1 in a non-equilibrium geometry, with the ωB97M-V functional and the def2-TZVPD basis.

Geometry as XYZ:
```
14
Properties=species:S:1:pos:R:3
C -0.11787 -0.45923 2.10032
C -0.02980 0.26589 -0.29536
C 1.90865 -1.23121 -0.92975
N -0.65462 0.05451 0.89491
N 1.01089 -0.27380 -1.00509
N -1.88919 0.63315 1.05495
N 1.35556 0.45887 -2.20150
I 1.53530 -1.83586 1.45691
H -0.64047 -0.88991 2.93711
H -0.65204 0.89839 -0.96642
H -2.32703 0.37100 1.96120
H -2.28344 1.47708 0.63328
H 2.19309 0.10532 -2.75048
H 0.59099 0.42581 -2.89008
```

The calculation puts the frontier orbital gap (alpha / beta) at 7.1975 / 7.0157 eV. For the energy relative to the best compared isomer or geometry (same formula, charge and spin), the calculation gives 602.0 kJ/mol. The calculation puts the total energy at -634.053506 hartree. As for the net charge: +1. Its HOMO energy (alpha / beta) is -12.22 / -12.06 eV.


6.
Computed, not measured: C3H6INO3 as an isolated structure in a non-equilibrium geometry, with the ωB97M-V functional and the def2-TZVPD basis.

Geometry as XYZ:
```
14
Properties=species:S:1:pos:R:3
C 0.94961 -1.90026 -0.25243
C -0.01747 -1.15133 0.59365
C -1.38085 -0.60187 -0.80245
N 0.36027 0.09441 1.13106
O 0.43689 -3.02874 -0.77029
O 2.03553 -1.50830 -0.57232
O -0.72264 0.39488 -1.47518
I -3.10509 0.21344 0.21040
H -0.52445 -1.89877 1.21789
H -1.74270 -1.49876 -1.27754
H -0.19426 0.32378 1.85036
H 1.34314 0.07023 1.38014
H -0.48098 -3.25179 -0.55454
H -0.08134 0.71591 -0.79556
```

The calculation puts the frontier orbital gap at 9.4915 eV. For the energy relative to the best compared isomer or geometry (same formula, charge and spin), the calculation gives 178.3 kJ/mol. The calculation puts the total energy at -696.035545 hartree. Its HOMO energy is -9.33 eV.


7.
Computed, not measured: a 2-piece molecular cluster, C3H6INOS overall in a non-equilibrium geometry, with the ωB97M-V functional and the def2-TZVPD basis.

Geometry as XYZ:
```
13
Properties=species:S:1:pos:R:3
C 1.06595 0.07198 -0.70470
C -1.07991 -0.62340 0.48028
C -0.14895 1.49826 0.83019
N 0.04325 0.23933 0.05481
O 1.97771 0.52872 -1.27318
S 0.56721 -2.41009 -1.25447
I 2.35083 -2.27304 -2.73627
H -1.22902 -0.49407 1.47975
H -1.95331 -0.23964 0.03758
H -0.84801 -1.60554 0.08995
H -1.16912 1.74346 0.69733
H 0.18917 1.12448 1.87064
H 0.23420 2.43956 0.42810
```

The calculation puts the frontier orbital gap at 7.7989 eV. For the energy relative to the best compared isomer or geometry (same formula, charge and spin), the calculation gives 221.0 kJ/mol. The calculation puts the total energy at -943.704105 hartree. Its HOMO energy is -7.73 eV.


8.
Computed, not measured: C3H6MgO3 as an isolated structure in a non-equilibrium geometry, with the ωB97M-V functional and the def2-TZVPD basis.

Geometry as XYZ:
```
13
Properties=species:S:1:pos:R:3
O 1.06653 -2.31346 -1.76625
C 0.59001 -1.23154 -1.44046
C 0.48209 -0.91394 0.05288
O -0.08271 0.37577 0.24059
C -0.22685 0.76891 1.60006
Mg -0.53639 1.34584 -1.50259
H 1.48538 -0.95122 0.50413
H -0.15212 -1.67217 0.53793
H -0.67438 1.76836 1.60877
H -0.88539 0.06393 2.12626
H 0.75723 0.79668 2.08812
O 0.10961 -0.35377 -2.23931
H -1.93301 2.31659 -1.81013
```

The calculation puts the frontier orbital gap at 9.2786 eV. For the energy relative to the best compared isomer or geometry (same formula, charge and spin), the calculation gives 0.0 kJ/mol. The calculation puts the total energy at -543.741784 hartree. Its HOMO energy is -9.61 eV.


9.
Computed, not measured: an isolated ion of composition C3H6N and charge +1 in a non-equilibrium geometry, with the ωB97M-V functional and the def2-TZVPD basis.

Geometry as XYZ:
```
10
Properties=species:S:1:pos:R:3
C -2.73362 0.29542 -0.15474
C -1.03382 -0.22637 0.05620
N 0.27551 -0.59026 -0.16333
C 1.31388 0.47929 -0.03051
H -3.37428 0.19460 0.69313
H 0.41610 -1.12208 -1.04211
H 0.42723 -1.25704 0.62087
H 1.04382 1.15192 0.78604
H 2.28040 0.02178 0.18925
H 1.38478 1.05277 -0.95480
```

The calculation puts the frontier orbital gap (alpha / beta) at 8.0791 / 8.0909 eV. For the energy relative to the best compared isomer or geometry (same formula, charge and spin), the calculation gives 790.4 kJ/mol. The calculation puts the total energy at -172.057560 hartree. As for the net charge: +1. As for the SMILES: C#C[NH2+]C. Its HOMO energy (alpha / beta) is -14.19 / -14.17 eV.


10.
Computed, not measured: one molecule with the formula C3H6N2 in a non-equilibrium geometry, with the ωB97M-V functional and the def2-TZVPD basis.

Geometry as XYZ:
```
11
Properties=species:S:1:pos:R:3
C 1.62764 -1.42790 0.67408
C 0.74200 -0.49683 0.76328
C 0.14140 0.14526 -0.30505
N -0.87313 0.93463 0.03445
N -1.63666 1.52510 -0.88369
H 1.72214 -1.79919 1.69536
H 2.07343 -1.67471 -0.26921
H 0.00931 -0.50004 1.69169
H 0.48553 0.17499 -1.31628
H -1.97028 0.99230 -1.73324
H -2.32138 2.12640 -0.35138
```

The calculation puts the frontier orbital gap at 8.9525 eV. For the energy relative to the best compared isomer or geometry (same formula, charge and spin), the calculation gives 301.2 kJ/mol. The calculation puts the total energy at -227.310097 hartree. As for the SMILES: C=C/C=N/N. Its HOMO energy is -7.94 eV.


11.
Computed, not measured: C3H6N2 as an isolated structure in a non-equilibrium geometry, with the ωB97M-V functional and the def2-TZVPD basis.

Geometry as XYZ:
```
11
Properties=species:S:1:pos:R:3
C 1.24403 -0.06683 0.20748
C -0.12791 -0.11732 -0.41321
N -1.00480 -1.02381 0.13578
C -1.02542 2.01966 -0.70808
N -0.71513 1.60234 0.37701
H 1.84102 0.73187 -0.23892
H 1.18165 0.10151 1.28787
H 1.73764 -1.03137 0.02577
H -0.11139 -0.19378 -1.50597
H -1.91376 -1.07525 -0.31419
H -1.10593 -0.94704 1.14645
```

The calculation puts the frontier orbital gap at 10.8476 eV. For the energy relative to the best compared isomer or geometry (same formula, charge and spin), the calculation gives 233.6 kJ/mol. The calculation puts the total energy at -227.335849 hartree. Its HOMO energy is -10.13 eV.


12.
Computed, not measured: one molecule with the formula C3H6N2 in a non-equilibrium geometry, with the ωB97M-V functional and the def2-TZVPD basis.

Geometry as XYZ:
```
11
Properties=species:S:1:pos:R:3
C -0.37787 1.70170 -1.20232
N 0.00075 0.82400 -0.41233
N -0.94978 -0.03333 0.27127
C -0.22496 -1.11227 0.58711
C 1.20848 -1.27600 0.76547
H 0.35818 2.32511 -1.52895
H -1.39931 2.10185 -1.58435
H -0.84816 -1.79295 0.99732
H 1.87395 -0.61697 0.11611
H 1.52392 -2.21587 0.32695
H 1.50074 -1.21647 1.75878
```

The calculation puts the frontier orbital gap at 9.8707 eV. For the energy relative to the best compared isomer or geometry (same formula, charge and spin), the calculation gives 299.4 kJ/mol. The calculation puts the total energy at -227.310792 hartree. As for the SMILES: C=N/N=C\C. Its HOMO energy is -9.02 eV.


13.
Computed, not measured: C3H6N2 as an isolated structure in a non-equilibrium geometry, with the ωB97M-V functional and the def2-TZVPD basis.

Geometry as XYZ:
```
11
Properties=species:S:1:pos:R:3
C 1.31321 -0.91598 -0.26952
N 0.20082 -0.49799 0.52788
C -1.29929 1.38762 0.00173
C -0.95171 0.01929 0.02363
N -2.00115 -0.24796 -0.60237
H 1.40507 -2.00297 -0.26219
H 2.23826 -0.45441 0.09924
H 1.16613 -0.57197 -1.30023
H 0.21258 -0.54580 1.52623
H -1.64141 1.87486 0.91864
H -0.72370 2.00906 -0.69765
```

The calculation puts the frontier orbital gap at 9.6036 eV. For the energy relative to the best compared isomer or geometry (same formula, charge and spin), the calculation gives 359.9 kJ/mol. The calculation puts the total energy at -227.287760 hartree. Its HOMO energy is -8.67 eV.


14.
Computed, not measured: one molecule with the formula C3H6N2 in a non-equilibrium geometry, with the ωB97M-V functional and the def2-TZVPD basis.

Geometry as XYZ:
```
11
Properties=species:S:1:pos:R:3
C -1.61259 -1.19878 1.23149
N -0.91849 -0.21210 0.86643
N -0.29192 -0.65589 -0.29600
C 0.50163 -0.01622 -1.01793
C 1.32476 1.13120 -0.50506
H -2.50181 -0.95795 2.14047
H -1.63290 -2.09846 0.54685
H 0.46280 -0.14672 -2.06651
H 0.75504 1.34255 0.44851
H 1.55880 1.98978 -1.32353
H 2.35469 0.82260 -0.02472
```

The calculation puts the frontier orbital gap at 9.4872 eV. For the energy relative to the best compared isomer or geometry (same formula, charge and spin), the calculation gives 371.0 kJ/mol. The calculation puts the total energy at -227.283509 hartree. As for the SMILES: C=N/N=C\C. Its HOMO energy is -8.77 eV.


15.
Computed, not measured: one molecule with the formula C3H6N2 in a non-equilibrium geometry, with the ωB97M-V functional and the def2-TZVPD basis.

Geometry as XYZ:
```
11
Properties=species:S:1:pos:R:3
H -2.31492 0.13923 0.48636
N -1.48146 -0.53943 0.29351
C -0.51482 0.22311 -0.08937
N -0.56403 1.60765 -0.37214
C 0.86985 -0.42160 -0.31397
C 1.19804 -1.48905 0.58357
H 0.20929 2.21277 -0.69158
H -1.53431 1.99905 -0.49767
H 1.50518 0.03663 -1.30576
H 2.13994 -1.94693 0.31357
H 0.48726 -1.82144 1.59347
```

The calculation puts the frontier orbital gap at 10.0111 eV. For the energy relative to the best compared isomer or geometry (same formula, charge and spin), the calculation gives 242.7 kJ/mol. The calculation puts the total energy at -227.332390 hartree. As for the SMILES: [H]/N=C(\N)C=C. Its HOMO energy is -9.17 eV.


16.
Computed, not measured: one molecule with the formula C3H6N2 in a non-equilibrium geometry, with the ωB97M-V functional and the def2-TZVPD basis.

Geometry as XYZ:
```
11
Properties=species:S:1:pos:R:3
H 1.63020 -0.47255 0.96460
N 0.95321 -0.40467 1.72436
C 0.10976 0.60842 1.55205
C -0.52136 0.72058 0.28695
C -0.29850 -0.43028 -0.45617
N -0.24797 -0.45638 -1.82012
H -0.30890 1.12605 2.42388
H -0.93519 1.64316 -0.09976
H -0.47384 -1.41412 -0.02953
H 0.05732 -1.31656 -2.25925
H 0.03527 0.39636 -2.28700
```

The calculation puts the frontier orbital gap at 8.9961 eV. For the energy relative to the best compared isomer or geometry (same formula, charge and spin), the calculation gives 216.5 kJ/mol. The calculation puts the total energy at -227.342367 hartree. As for the SMILES: [H]/N=C\C=C\N. Its HOMO energy is -8.19 eV.


17.
Computed, not measured: one molecule with the formula C3H6N2 in a non-equilibrium geometry, with the ωB97M-V functional and the def2-TZVPD basis.

Geometry as XYZ:
```
11
Properties=species:S:1:pos:R:3
C 1.89945 0.06825 0.05260
N 1.07658 -0.93044 -0.20186
N -0.07612 -0.38403 -0.69076
C -1.37360 -0.68387 0.11897
C -0.91961 0.58297 -0.10541
H 1.33242 1.09420 -0.31231
H 3.05962 -0.10564 0.29378
H -1.33449 -1.00243 1.08483
H -2.13308 -1.08530 -0.31890
H -1.25480 1.38595 -0.74167
H -0.27636 1.06033 0.82072
```

The calculation puts the frontier orbital gap at 10.2821 eV. For the energy relative to the best compared isomer or geometry (same formula, charge and spin), the calculation gives 499.2 kJ/mol. The calculation puts the total energy at -227.234687 hartree. As for the SMILES: C=NN1CC1. Its HOMO energy is -9.16 eV.